{
  "formula": "C6H8N2S",
  "method": "ωB97M-V/def2-TZVPD",
  "species": ["N", "C", "N", "C", "S", "H", "C", "H", "H", "H", "C", "H", "H", "H", "H", "C", "C"],
  "positions_angstrom": [[0.0800, 0.7928, -3.0122], [-1.3526, 1.2439, -0.4216], [1.4218, -1.4025, 0.9539], [0.8325, 0.4357, -3.9749], [2.0248, -0.8051, -3.5287], [-1.4130, 1.9436, -1.1521], [-0.6475, 0.0113, -0.7336], [1.4147, -2.1384, 2.6936], [1.5983, -1.7558, -1.4414], [-0.2573, -1.3898, 2.1587], [0.8226, -1.3468, 2.2000], [-0.7545, 1.6643, 0.5030], [1.0162, 0.7477, -5.0015], [-2.2260, 1.0675, 0.0361], [1.0466, -0.4248, 2.7563], [0.1714, 0.0131, -1.9167], [1.1640, -0.9874, -2.0198]],
  "forces_ev_per_angstrom": [[-1.207, 1.311, -1.714], [3.898, -0.473, 2.052], [0.089, 0.342, -0.638], [2.135, -0.850, -0.065], [-1.644, 0.096, 0.928], [-0.161, 2.435, -2.266], [0.711, -0.351, 0.011], [-0.868, -0.244, 0.626], [-0.432, -0.397, 1.254], [-0.443, -0.757, 0.124], [1.019, 0.434, 0.015], [-0.609, -0.629, -1.668], [-0.858, 0.779, 0.376], [-3.504, -0.765, 1.549], [0.232, 0.187, -0.058], [0.966, -2.507, 1.693], [0.675, 1.390, -2.218]],
  "homo_energy_ev": [-7.801, -7.933],
  "charge": 0,
  "homo_lumo_gap_ev": [7.39, 7.49]
}